(1)
Below is the ion C4H14N2P with charge +1 in a non-equilibrium geometry, with properties calculated with the ωB97M-V functional and the def2-TZVPD basis.

Results
HOMO-LUMO gap ... 9.575 eV
Net charge ... +1
Spin multiplicity ... 1
E_HOMO ... -12.78 eV
LUMO energy ... -0.1177 Eh
Energy above the lowest of the compared OMol25 structures with the same formula, charge and spin ... 277.6 kJ/mol

```
21
Properties=species:S:1:pos:R:3:forces:R:3
C -2.2292 -0.7672 1.0879 -3.7 2.6 1.5
N -1.7817 -0.3991 -0.2507 0.6 0.5 -0.7
C -0.9003 0.8245 -0.2669 2.7 -1.9 0.2
C 0.4983 0.6462 0.4702 -3.8 -2.1 4.1
N 1.2434 1.5869 -0.0998 4.3 0.7 -1.3
P 1.1384 -1.0575 0.1914 0.6 -0.6 0.2
C 2.2342 -0.8938 -1.2886 -0.6 -0.5 0.2
H -1.9820 -1.7335 1.4369 0.7 -0.9 0.0
H -1.9450 0.0327 1.7659 0.5 -0.4 0.3
H -3.3466 -0.6517 1.0968 0.9 -0.5 0.0
H -1.3214 -1.3044 -0.4459 0.6 0.9 -1.4
H -2.5279 -0.1475 -0.9151 0.0 -0.9 0.4
H -0.5665 1.1574 -1.2389 -0.4 -0.9 -0.9
H -1.3741 1.6745 0.0920 -1.6 1.1 1.2
H 0.3398 0.8586 1.7738 0.2 -1.1 -3.4
H 2.2260 1.5289 0.2286 -1.1 1.0 -0.4
H 0.7649 2.4286 -0.0644 0.1 2.6 0.1
H 2.2139 -0.9812 1.0872 -0.2 -0.1 0.5
H 2.9685 -0.0926 -1.1825 -0.3 -0.1 -0.4
H 1.5895 -0.8501 -2.1776 0.6 0.3 0.1
H 2.7577 -1.8599 -1.3005 0.0 0.2 -0.2
```
Positions in Å, forces in eV/Å.

(2)
Below is an isolated molecule of C21H28N2O6, with properties calculated with the ωB97M-V functional and the def2-TZVPD basis.

Results
HOMO-LUMO gap ... 9.044 eV
Net charge ... 0
Spin multiplicity ... 1
E_HOMO ... -8.44 eV
LUMO energy ... 0.0221 Eh
Energy above the lowest of the compared OMol25 structures with the same formula, charge and spin ... 50.8 kJ/mol

```
57
Properties=species:S:1:pos:R:3:forces:R:3
C -1.6823 -3.1564 -2.4844 0.0 0.3 0.3
C -2.3406 -2.1126 -1.5936 -0.3 -0.4 -0.2
O -1.3667 -1.3284 -0.9051 0.2 0.2 -0.2
C -0.8890 -1.8132 0.2392 0.3 0.0 0.1
O -1.2146 -2.8739 0.7084 -0.1 -0.2 0.0
C 0.0723 -0.8444 0.9237 0.1 0.1 0.3
C -0.7854 -0.0440 1.9395 -0.1 -0.1 -0.2
C -1.9861 0.5971 1.3034 -0.1 0.0 0.3
C -1.9154 1.8661 0.7380 -0.1 -0.1 0.0
C -3.0114 2.4282 0.1200 -0.2 0.0 -0.1
C -4.2190 1.7330 0.0499 0.1 0.0 0.0
O -5.2393 2.3740 -0.5861 0.3 0.1 0.1
C -6.4871 1.7317 -0.6725 -0.2 -0.1 0.0
C -4.3029 0.4692 0.6225 -0.3 0.1 -0.2
C -3.1939 -0.0815 1.2415 0.2 0.1 0.1
C 1.1350 -1.6531 1.6811 -0.1 -0.2 -0.3
C 2.0891 -2.3500 0.7118 0.1 -0.2 0.5
N 2.6984 -1.3805 -0.1777 -0.3 -0.3 0.0
C 4.0119 -1.1172 -0.0614 0.3 0.2 -0.3
O 4.7406 -1.7284 0.7002 0.3 0.0 0.2
C 4.5858 0.0228 -0.9158 0.1 -0.1 -0.1
N 4.1693 1.3017 -0.4059 0.1 0.1 0.3
C 4.5781 1.7840 0.8894 0.1 -0.1 0.2
C 3.9135 3.1708 0.9177 0.1 0.1 0.5
O 3.2764 3.3229 -0.3417 -0.2 0.2 -0.4
C 3.4464 2.2156 -1.0991 0.0 -0.3 -0.1
O 2.9963 2.0771 -2.2039 -0.2 0.2 -0.3
C 1.7218 -0.6803 -0.9806 -0.1 0.4 -0.1
C 0.7583 0.0909 -0.0757 -0.1 -0.2 -0.3
H -1.1246 -3.8650 -1.8767 0.0 -0.1 0.0
H -2.4445 -3.6958 -3.0391 -0.1 -0.1 -0.1
H -1.0046 -2.6782 -3.1879 0.0 0.0 -0.1
H -2.9896 -2.5967 -0.8569 0.0 0.1 -0.1
H -2.9145 -1.3942 -2.1820 0.0 -0.1 0.1
H -1.1123 -0.7337 2.7207 0.1 0.0 0.0
H -0.1513 0.7185 2.3969 0.1 0.0 0.0
H -0.9931 2.4260 0.7862 0.1 0.1 0.0
H -2.9597 3.4111 -0.3205 0.0 0.1 -0.1
H -6.4201 0.7932 -1.2329 0.0 0.0 0.0
H -6.9076 1.5334 0.3188 0.0 0.0 0.0
H -7.1378 2.4224 -1.2066 0.0 -0.1 0.0
H -5.2221 -0.0950 0.5968 -0.1 0.0 0.0
H -3.2760 -1.0642 1.6846 0.0 -0.1 0.1
H 0.6456 -2.4066 2.2989 0.0 0.1 0.1
H 1.7034 -0.9846 2.3307 0.0 0.1 0.0
H 2.8886 -2.8553 1.2559 -0.2 0.0 -0.1
H 1.5406 -3.0855 0.1152 0.0 0.0 0.0
H 5.6774 -0.0579 -0.8551 -0.2 -0.1 0.0
H 4.2768 -0.0422 -1.9602 0.0 0.0 0.1
H 5.6703 1.8396 0.9571 -0.1 0.0 0.0
H 4.2179 1.1248 1.6858 0.1 0.1 0.0
H 4.6361 3.9821 1.0379 -0.1 -0.1 0.0
H 3.1528 3.2566 1.6995 0.1 0.0 -0.1
H 2.1905 0.0060 -1.6819 0.0 -0.1 0.0
H 1.1604 -1.4249 -1.5557 0.0 0.1 0.0
H 0.0178 0.5990 -0.6911 0.0 0.1 0.0
H 1.3204 0.8460 0.4790 0.0 0.1 0.1
```
Positions in Å, forces in eV/Å.

(3)
Below is an isolated molecule of C4H6N2S in a non-equilibrium geometry, with properties calculated with the ωB97M-V functional and the def2-TZVPD basis.

Results
HOMO-LUMO gap ... 9.885 eV
Net charge ... 0
Spin multiplicity ... 1
E_HOMO ... -9.08 eV
LUMO energy ... 0.0296 Eh
Energy above the lowest of the compared OMol25 structures with the same formula, charge and spin ... 133.0 kJ/mol

```
13
Properties=species:S:1:pos:R:3:forces:R:3
C -1.4521 -0.2020 1.0783 0.0 -0.1 -0.2
C -0.3986 0.0549 0.0413 0.5 -0.8 1.0
C -0.4374 0.8049 -1.0883 -0.5 0.7 -0.5
C 0.8187 0.6219 -1.6854 1.2 -0.1 -1.1
N 1.6135 -0.1921 -0.9960 -1.0 0.9 -1.0
N 0.8605 -0.5187 0.0441 -0.4 -0.7 1.3
S 1.6350 -1.5112 1.2039 -0.6 -0.1 0.1
H -2.2759 0.5026 0.9511 0.1 0.0 -0.1
H -1.0803 -0.0880 2.0884 0.2 0.1 0.2
H -1.8768 -1.2122 1.0144 0.2 0.2 -0.1
H -1.2797 1.4389 -1.3889 0.6 -0.5 0.0
H 1.2233 0.9664 -2.6348 -0.4 0.2 0.3
H 2.6497 -0.6654 1.3717 0.2 0.1 0.2
```
Positions in Å, forces in eV/Å.

(4)
Below is a cluster of 3 separate species, C3H11NO3 in total in a non-equilibrium geometry, with properties calculated with the ωB97M-V functional and the def2-TZVPD basis.

Results
HOMO-LUMO gap ... 10.609 eV
Net charge ... 0
Spin multiplicity ... 1
E_HOMO ... -9.91 eV
LUMO energy ... 0.0256 Eh
Energy above the lowest of the compared OMol25 structures with the same formula, charge and spin ... 142.1 kJ/mol

```
18
Properties=species:S:1:pos:R:3:forces:R:3
C -1.1045 1.9790 0.7088 -0.7 0.7 -0.2
C -1.3930 1.0214 -0.4337 -0.7 -1.7 1.7
N -1.5324 -0.3711 0.1559 0.6 -0.5 -0.5
C -1.1067 -1.3915 -0.6627 -0.7 0.3 -0.2
O -0.3234 -2.2655 -0.3997 -0.1 -0.6 0.5
H -0.9403 2.9979 0.3458 0.1 -0.2 -0.1
H -1.9929 2.0549 1.3478 0.2 -0.2 0.0
H -0.2499 1.7041 1.3180 0.1 -0.2 -0.1
H -0.5930 0.9979 -1.1685 -0.2 0.2 -0.2
H -2.4009 1.1204 -0.8292 0.3 1.0 -0.7
H -1.3418 -0.5826 1.1227 0.6 0.7 0.2
H -1.6268 -1.3765 -1.6327 0.2 0.2 -0.4
O 2.1405 -1.3525 -1.2123 0.7 -0.6 0.1
H 1.3930 -1.1751 -1.7775 -0.3 0.1 -0.2
H 2.1067 -2.3217 -1.1137 -0.1 0.6 0.1
O 2.9962 -0.2210 1.7932 0.0 0.0 -0.3
H 2.7980 0.2866 0.9931 0.0 -0.2 0.2
H 3.1713 -1.1048 1.4449 -0.1 0.2 0.1
```
Positions in Å, forces in eV/Å.

(5)
Below is a structure of composition C21H15AuCl2MnO4P in a non-equilibrium geometry, with properties calculated with the ωB97M-V functional and the def2-TZVPD basis.

Results
HOMO-LUMO gap (spin up / spin down) ... 2.688 / 3.404 eV
Net charge ... +4
Spin multiplicity ... 7
E_HOMO (spin up / spin down) ... -19.22 / -19.17 eV
<S²> ... 12.349
LUMO energy (spin up / spin down) ... -0.6074 / -0.5794 Eh

```
45
Properties=species:S:1:pos:R:3:forces:R:3
Au -0.4910 -5.9017 -4.7589 1.3 0.4 2.5
Mn -0.3895 -0.4182 0.2439 -0.5 -2.0 1.6
Cl 0.2389 -5.1448 -2.7359 -0.4 -0.4 -1.1
Cl -2.1988 -0.5486 -1.0209 1.3 0.1 0.9
C 0.0020 1.3332 -0.4674 -0.5 7.7 -3.4
C -0.4880 -7.1939 -6.2598 1.1 -6.0 -5.2
C -1.7623 -5.3141 -6.1318 -5.5 4.8 -3.3
O -0.0431 2.4169 -0.8890 0.6 -5.7 2.3
O -0.5560 -7.8939 -7.1847 0.1 3.5 4.3
O -2.5452 -4.7905 -6.8009 3.4 -2.5 2.5
O 0.9393 -0.3569 1.6700 -1.0 -0.5 -2.3
P 1.2533 0.5292 2.8938 0.0 -0.4 2.6
C 2.5264 -0.2199 3.9122 0.1 -0.1 0.0
C 3.0209 -1.4988 3.6266 0.0 -0.2 -0.1
C 4.0750 -2.0266 4.3762 -0.1 0.0 -0.1
C 4.6302 -1.3012 5.4337 -0.1 0.2 -0.1
C 4.1070 -0.0454 5.7599 -0.3 0.1 -0.1
C 3.0567 0.4897 5.0093 0.3 0.3 0.1
C 1.9374 2.1006 2.3321 -1.0 0.6 0.3
C 1.3952 3.3346 2.7136 -0.4 -2.4 0.5
C 1.9650 4.5243 2.2515 0.8 1.6 -0.4
C 3.0894 4.4888 1.4303 0.8 -0.3 -0.4
C 3.6604 3.2581 1.0915 0.5 2.2 -0.4
C 3.0879 2.0642 1.5379 -0.5 -1.2 0.4
C -0.2696 0.7852 3.8097 0.2 0.0 -0.1
C -0.3636 0.4031 5.1552 0.4 0.1 -0.2
C -1.5101 0.7087 5.8924 -0.3 0.0 0.0
C -2.5924 1.3384 5.2779 0.3 0.0 0.0
C -2.5288 1.6496 3.9162 -0.3 0.1 -0.2
C -1.3815 1.3694 3.1778 0.3 -0.1 0.0
H 2.5637 -2.0823 2.8291 0.3 0.1 0.1
H 4.4718 -3.0114 4.1341 -0.2 0.2 0.0
H 5.4702 -1.7077 6.0016 -0.3 0.1 -0.2
H 4.5182 0.5212 6.5999 -0.2 -0.2 -0.3
H 2.6457 1.4605 5.2918 0.2 -0.1 -0.1
H 0.5430 3.3691 3.3901 0.1 0.0 -0.1
H 1.5436 5.4814 2.5656 0.1 -0.2 -0.1
H 3.5515 5.4157 1.0907 -0.1 -0.2 0.0
H 4.5666 3.2238 0.4902 -0.1 0.1 0.1
H 3.5429 1.1058 1.2738 0.0 0.2 0.1
H 0.4598 -0.1319 5.6272 -0.2 0.2 0.0
H -1.5492 0.4511 6.9491 0.0 0.0 -0.2
H -3.4793 1.5954 5.8555 0.2 -0.1 -0.2
H -3.3664 2.1469 3.4292 0.1 -0.2 0.1
H -1.3392 1.6284 2.1123 -0.1 0.2 0.2
```
Positions in Å, forces in eV/Å.

(6)
Below is an isolated molecule of C4H6O, with properties calculated with the ωB97M-V functional and the def2-TZVPD basis.

Results
HOMO-LUMO gap ... 10.792 eV
Net charge ... 0
Spin multiplicity ... 1
E_HOMO ... -10.30 eV
LUMO energy ... 0.0179 Eh
Energy above the lowest of the compared OMol25 structures with the same formula, charge and spin ... 379.9 kJ/mol

```
11
Properties=species:S:1:pos:R:3:forces:R:3
C 0.9085 -0.5114 -1.2242 0.1 0.1 -0.2
O -0.0606 -0.9577 -0.2935 -0.2 -0.1 0.0
C -0.1940 -0.1737 0.8433 0.1 -0.2 0.2
C -0.5977 1.8102 0.2722 -0.5 -0.1 0.4
C -1.3720 0.9389 0.8056 0.5 0.3 -0.4
H 0.6614 0.4774 -1.6340 0.0 -0.1 0.1
H 0.9267 -1.2496 -2.0306 0.0 0.2 0.2
H 1.9077 -0.4592 -0.7652 -0.2 0.0 0.0
H -0.5987 -0.8056 1.6336 0.1 -0.1 0.1
H 0.7782 0.2033 1.1910 -0.3 0.1 -0.1
H -2.3595 0.7274 1.2020 0.4 0.0 -0.3
```
Positions in Å, forces in eV/Å.

(7)
Below is an isolated molecule of C4H3N in a non-equilibrium geometry, with properties calculated with the ωB97M-V functional and the def2-TZVPD basis.

Results
HOMO-LUMO gap ... 9.833 eV
Net charge ... 0
Spin multiplicity ... 1
E_HOMO ... -9.80 eV
LUMO energy ... 0.0012 Eh
Energy above the lowest of the compared OMol25 structures with the same formula, charge and spin ... 396.3 kJ/mol

```
8
Properties=species:S:1:pos:R:3:forces:R:3
H -2.4965 0.6803 -0.2802 -1.9 -0.4 0.1
N -1.5444 0.8113 -0.4599 1.3 1.6 -0.8
C -0.8550 0.2994 0.4346 2.2 -2.6 1.4
C 0.6838 0.2564 0.4060 2.1 -0.6 -1.9
C 2.4186 0.1973 0.3238 -4.1 0.4 0.3
C 1.4675 -0.4790 -0.4513 0.6 0.5 1.8
H -1.2450 -0.4743 1.1663 0.3 1.2 -0.2
H 1.5710 -1.2914 -1.1392 -0.6 -0.1 -0.6
```
Positions in Å, forces in eV/Å.

(8)
Below is a cluster of 4 separate species, C29H50IO13S4 in total in a non-equilibrium geometry, with properties calculated with the ωB97M-V functional and the def2-TZVPD basis.

Results
HOMO-LUMO gap ... 6.494 eV
Net charge ... -1
Spin multiplicity ... 1
E_HOMO ... -4.92 eV
LUMO energy ... 0.0577 Eh
Energy above the lowest of the compared OMol25 structures with the same formula, charge and spin ... 0.0 kJ/mol

```
97
Properties=species:S:1:pos:R:3:forces:R:3
C -2.5483 -2.4701 4.0112 0.4 -0.3 -0.6
C -1.7365 -2.0677 3.0203 0.1 0.4 0.4
C -2.0436 -2.1910 1.5476 0.0 -1.5 -0.5
C -2.7997 -0.9618 0.9618 0.3 -0.1 0.4
C -3.7996 -0.2516 1.8770 0.1 0.9 -0.3
C -4.1500 1.1469 1.2785 -0.8 -0.2 0.7
C -5.5526 1.2437 0.6373 0.6 0.1 -0.8
C -6.0524 -0.0357 -0.0690 -0.4 0.5 0.0
C -6.8150 0.2793 -1.3807 -0.1 -0.8 0.1
C -8.1392 -0.4898 -1.5352 -0.2 0.3 0.1
C -9.0633 -0.3561 -0.3106 1.4 0.3 -0.2
O -8.9681 -1.5884 0.4350 -0.9 -0.3 -0.3
C -9.9528 -1.7770 1.3336 0.2 -0.2 0.4
C -10.1288 -3.2313 1.6988 0.5 0.2 0.0
O -10.6000 -0.8799 1.8052 -0.2 0.1 -0.2
C -2.6783 -3.5998 1.2494 0.6 -0.1 -0.5
I -4.8325 -3.6094 1.0834 0.0 0.0 0.2
C -2.1109 -4.3003 -0.0150 0.4 0.6 0.7
C -1.7595 -3.3365 -1.1318 -1.1 -1.2 -0.8
C -1.4531 -4.1351 -2.4554 0.5 -0.3 -0.5
O -1.3956 -3.4531 -3.4897 -0.1 0.4 0.2
O -1.3203 -5.3689 -2.3226 -0.1 0.1 0.3
O -0.6214 -2.4837 -0.8044 -0.4 0.5 0.9
S -0.4034 -2.2006 0.7303 1.8 -0.1 0.8
O 0.3857 -3.2493 1.3334 -0.7 -0.2 -0.2
O 0.2111 -0.9033 0.8852 -0.6 0.0 -0.5
H -2.6722 -1.8600 4.8997 0.9 -0.7 0.5
H -3.0723 -3.4200 3.9433 -1.1 0.7 -0.3
H -0.7975 -1.5739 3.2764 -0.7 1.1 -0.1
H -3.2602 -1.2902 0.0292 -0.1 0.1 0.1
H -2.0499 -0.2190 0.6796 0.0 -0.1 0.1
H -3.3706 -0.0497 2.8583 0.2 -0.3 -0.1
H -4.7050 -0.8315 2.0550 0.1 -0.1 -0.1
H -3.3840 1.4897 0.5819 0.0 -0.2 -0.1
H -4.1351 1.8623 2.1075 0.1 0.0 -0.1
H -6.3012 1.6138 1.3439 0.0 -0.2 0.1
H -5.4912 2.0210 -0.1332 0.0 0.1 0.1
H -6.6938 -0.5757 0.6323 0.1 -0.1 -0.1
H -5.2412 -0.7140 -0.3259 0.1 0.1 0.2
H -6.1685 -0.0254 -2.2078 -0.1 0.3 -0.1
H -7.0228 1.3455 -1.4946 0.1 0.0 0.2
H -8.6616 -0.0772 -2.4037 0.0 -0.2 0.0
H -7.9548 -1.5493 -1.7237 0.0 0.0 0.0
H -10.0890 -0.1172 -0.5809 -0.1 -0.2 0.2
H -8.6492 0.4368 0.3187 -0.4 0.1 0.1
H -10.6634 -3.2988 2.6415 -0.1 0.0 -0.1
H -10.6592 -3.7486 0.8992 -0.1 0.0 0.1
H -9.1446 -3.6927 1.7979 -0.1 -0.1 0.0
H -2.4440 -4.2466 2.0903 -0.3 0.1 0.1
H -2.7947 -5.0716 -0.3503 0.0 0.1 -0.3
H -1.1894 -4.8108 0.2740 -0.1 -0.1 0.0
H -2.6260 -2.7134 -1.3763 0.3 0.3 0.1
C 2.0279 3.4397 -1.8860 -0.2 -0.1 0.0
C 2.2461 1.9793 -1.4755 0.0 0.1 -0.1
C 0.9574 1.4826 -0.8128 0.3 0.0 -0.1
S -0.3767 2.4459 -1.5352 0.3 -0.1 -0.1
O -0.9670 3.2720 -0.5064 -0.2 0.0 0.0
O -1.1951 1.6071 -2.3731 -0.2 0.1 0.1
C 0.6634 3.4799 -2.5666 0.3 0.1 0.0
H 2.8145 3.7941 -2.5463 -0.1 0.1 0.0
H 2.0209 4.0729 -0.9985 0.0 0.1 0.0
H 2.4564 1.3780 -2.3639 0.0 0.0 0.0
H 3.0956 1.8756 -0.7997 0.0 0.0 0.0
H 0.7809 0.4288 -0.9994 -0.2 0.0 0.1
H 0.9530 1.6697 0.2582 -0.1 0.0 0.0
H 0.2382 4.4790 -2.6307 -0.1 -0.1 0.0
H 0.6979 3.0226 -3.5555 -0.1 0.0 0.0
C 7.5591 2.9211 -1.8184 0.1 0.1 -0.1
C 8.0239 4.2010 -1.1114 0.0 0.0 0.0
C 7.0453 5.3196 -1.4967 0.4 0.0 0.1
S 5.4774 4.5080 -1.8376 0.3 -0.2 0.2
O 5.1642 4.6799 -3.2360 -0.2 0.1 0.1
O 4.5330 4.8446 -0.8039 -0.1 0.2 -0.1
C 6.0565 2.8384 -1.5836 0.2 -0.2 0.0
H 8.0662 2.0385 -1.4340 -0.1 0.0 0.0
H 7.7675 2.9941 -2.8890 0.0 0.0 0.0
H 8.0002 4.0461 -0.0308 0.0 0.0 0.0
H 9.0460 4.4648 -1.3824 0.0 0.0 0.0
H 6.9020 6.0373 -0.6930 -0.1 0.0 -0.1
H 7.3556 5.8355 -2.4036 -0.1 0.0 0.0
H 5.5462 2.1676 -2.2715 -0.1 0.1 0.0
H 5.8336 2.5617 -0.5541 0.0 0.0 0.0
C 8.1880 -2.3138 0.9633 0.1 0.1 -0.1
C 9.6157 -1.7803 0.7813 0.0 0.0 0.0
C 9.5234 -0.2531 0.6699 0.3 -0.2 -0.1
S 8.0573 0.2265 1.5952 0.0 -0.3 0.2
O 7.0918 0.7771 0.6759 0.0 0.2 0.0
O 8.4478 0.9384 2.7846 -0.1 0.2 -0.1
C 7.5454 -1.4307 2.0277 -0.1 -0.3 -0.1
H 8.1814 -3.3614 1.2594 0.0 0.0 0.0
H 7.6371 -2.2259 0.0245 0.0 0.0 0.0
H 10.2193 -2.0502 1.6503 0.0 0.0 0.0
H 10.0975 -2.2079 -0.0969 0.0 0.0 0.0
H 10.3881 0.2464 1.0994 -0.1 0.1 0.0
H 9.3847 0.0674 -0.3612 -0.1 0.0 0.0
H 6.4590 -1.4823 2.0399 0.0 0.1 0.0
H 7.9432 -1.6484 3.0184 0.0 0.1 0.0
```
Positions in Å, forces in eV/Å.